(1)
Formula: C29H31Cl4CrFN3O2S
Source: the OMol25 dataset
Level of theory: ωB97M-V/def2-TZVPD

Computed properties:
- Strongest force on any atom: 2.06 eV/Å
- HOMO (spin up / spin down): -3.78 / -3.91 eV
- M: 698.46 g mol⁻¹
- 2S+1: 5
- <S²>: 6.0126
- Orbital gap (spin up / spin down): 6.176 / 6.278 eV
- Charge: -1

```
72
C29H31Cl4CrFN3O2S | the OMol25 dataset | ωB97M-V/def2-TZVPD
Cr -0.56 -1.03 0.63
Cl -0.95 3.10 6.19
C -0.44 2.00 4.96
C 0.83 1.47 4.99
Cl 1.93 1.89 6.26
C 1.22 0.58 3.99
Cl 2.82 -0.08 4.00
C 0.37 0.21 2.95
O 0.72 -0.62 2.01
C -0.98 0.74 2.93
O -1.77 0.37 2.00
C -1.32 1.64 3.94
Cl -2.92 2.30 3.91
C 3.23 -2.48 0.55
C 2.71 -1.90 -0.77
C 3.43 -2.51 -1.97
C 2.81 -0.39 -0.76
C 4.06 0.20 -0.72
C 4.19 1.58 -0.74
C 3.05 2.37 -0.77
C 1.78 1.81 -0.80
C 0.61 2.76 -0.87
C -0.35 2.59 0.30
C -0.12 2.63 -2.21
C 1.66 0.41 -0.80
N 0.41 -0.22 -0.88
C 0.05 -0.71 -2.08
C 0.72 -0.51 -3.31
C 0.25 -1.07 -4.48
C -0.90 -1.86 -4.50
C -1.58 -2.08 -3.31
C -1.10 -1.52 -2.16
F -1.76 -1.73 -0.94
H 3.09 -3.56 0.56
H 2.69 -2.04 1.38
H 4.29 -2.27 0.68
H 1.65 -2.18 -0.83
H 4.49 -2.28 -1.95
H 3.01 -2.11 -2.90
H 3.31 -3.59 -1.98
H 4.95 -0.41 -0.70
H 5.17 2.04 -0.73
H 3.16 3.44 -0.78
H 1.02 3.78 -0.81
H -0.94 1.68 0.18
H -1.03 3.44 0.36
H 0.20 2.52 1.24
H -0.67 1.69 -2.26
H 0.59 2.66 -3.04
H -0.83 3.45 -2.34
H 1.62 0.09 -3.33
H 0.79 -0.90 -5.40
H -1.25 -2.30 -5.42
H -2.47 -2.69 -3.28
C -3.82 2.09 -2.68
S -3.47 0.72 -1.54
C -4.03 1.47 0.01
H -3.40 3.01 -2.28
H -4.89 2.19 -2.83
H -3.33 1.84 -3.62
H -5.11 1.42 0.07
H -3.69 2.50 0.05
H -3.57 0.91 0.82
N -1.03 -2.64 3.10
C -1.99 -3.28 3.80
C -3.09 -3.36 2.97
C -2.71 -2.72 1.79
N -1.46 -2.28 1.88
H -0.12 -2.33 3.41
H -1.84 -3.62 4.80
H -4.04 -3.81 3.19
H -3.29 -2.53 0.91
```


(2)
Formula: C29H31FIrN4Se
Source: the OMol25 dataset
Level of theory: ωB97M-V/def2-TZVPD

Computed properties:
- Strongest force on any atom: 0.82 eV/Å
- HOMO (spin up / spin down): -6.84 / -7.03 eV
- M: 725.77 g mol⁻¹
- 2S+1: 2
- <S²>: 0.7558
- Orbital gap (spin up / spin down): 5.145 / 5.343 eV
- Charge: 0

```
67
C29H31FIrN4Se | the OMol25 dataset | ωB97M-V/def2-TZVPD
Ir -0.89 0.20 -0.67
C -3.43 -3.30 1.66
C -2.62 -2.78 0.50
C -3.25 -2.16 -0.58
C -2.53 -1.69 -1.68
C -1.13 -1.84 -1.72
C -0.49 -2.43 -0.60
C -1.24 -2.90 0.47
H -4.03 -4.17 1.37
H -4.12 -2.55 2.04
H -2.78 -3.60 2.49
H -4.33 -2.05 -0.58
H -3.06 -1.28 -2.53
H -0.58 -1.68 -2.63
H 0.58 -2.57 -0.61
H -0.72 -3.36 1.31
Se -4.85 2.07 -0.19
N -5.10 2.09 1.57
C -4.01 1.57 2.10
C -3.78 1.39 3.50
C -2.60 0.82 3.86
C -1.66 0.40 2.86
N -1.82 0.54 1.58
C -2.99 1.15 1.18
N -3.24 1.34 -0.10
H -4.52 1.71 4.22
H -2.35 0.65 4.90
H -0.76 -0.10 3.19
C 3.06 1.09 2.97
N 2.55 -0.27 2.99
C 1.97 -0.57 4.28
C 1.60 -0.50 1.91
C 2.25 -0.41 0.56
C 3.28 -1.32 0.29
C 3.99 -1.28 -0.90
C 3.68 -0.29 -1.83
C 2.65 0.60 -1.57
C 1.89 0.55 -0.40
H 3.84 1.21 3.72
H 2.27 1.83 3.17
H 3.49 1.31 1.99
H 2.72 -0.46 5.06
H 1.60 -1.60 4.30
H 1.13 0.10 4.54
H 0.76 0.20 1.95
H 1.18 -1.51 2.05
H 3.53 -2.04 1.06
H 4.78 -1.99 -1.08
H 4.23 -0.22 -2.75
H 2.44 1.37 -2.30
F 3.38 2.39 -5.79
C 2.31 2.07 -5.02
C 1.85 0.77 -5.04
C 0.75 0.44 -4.25
C 0.13 1.39 -3.44
C -1.05 1.02 -2.57
C 0.62 2.69 -3.48
C 1.71 3.04 -4.26
H 2.33 0.03 -5.67
H 0.38 -0.57 -4.27
H -1.71 0.39 -3.20
H -1.63 1.95 -2.39
H 0.14 3.45 -2.87
H 2.09 4.06 -4.28
C 0.70 1.46 -0.25
H 0.80 2.31 -0.93
H 0.63 1.86 0.77
```